Entry 1:
78
Properties=species:S:1:pos:R:3:forces:R:3:lowdin_spin:R:1 method="wB97M-V/def2-TZVPD" e_above_lowest_kj_mol=97.8 homo_ev="-15.871 / -15.867" multiplicity=2 charge=+3 lumo_ev="-10.419 / -10.316"
C 3.31338 2.86204 3.13560 0.0157 0.0011 0.0330 0.00
C -1.17810 -4.49426 -3.20198 0.0003 -0.0136 -0.0149 0.00
H 2.91166 0.53504 4.31324 0.0078 -0.0153 0.0402 0.00
H -0.09127 -3.23750 1.92955 0.0125 0.0164 0.0088 0.00
H 0.76677 -3.69663 -2.60565 -0.0116 -0.0140 -0.0280 0.00
C -3.65478 3.98092 -0.79799 0.0640 0.0173 -0.0369 0.00
H 0.38090 -5.77245 -3.96552 -0.0049 -0.0121 0.0046 0.00
H 1.16434 1.74535 4.88822 -0.0081 0.0345 -0.0027 0.00
H 1.59130 3.92466 3.89718 0.0178 -0.0171 0.0219 0.00
C 3.78947 1.89958 2.02428 0.0072 -0.0179 -0.0609 0.00
C -0.64932 -2.65629 -0.57842 -0.2165 -0.1250 0.0409 0.00
N -5.59581 6.98713 -0.22421 0.0007 0.0037 -0.0179 0.00
H 3.72602 -2.25076 0.01510 -0.0104 0.0087 0.0270 0.00
H -4.45214 6.46532 2.08974 -0.0060 -0.0016 0.0017 0.00
S -1.45275 -1.49609 0.52141 -0.1728 -0.3703 -0.1175 -0.04
C 0.12522 -4.11028 1.31484 -0.0973 -0.0719 0.0283 0.00
C 0.74215 3.14380 -2.80085 0.0094 0.0144 -0.0350 0.02
H -0.06743 -2.74156 -3.81179 0.0032 -0.0191 -0.0255 0.00
H -2.51137 -6.32170 -4.83430 -0.0074 -0.0102 0.0109 0.00
H -4.91556 5.17334 -2.01288 -0.0086 0.0026 0.0013 0.00
H 3.18543 2.08050 1.12810 0.0006 0.0006 0.0070 0.00
H -0.12932 2.06175 3.70927 -0.0575 0.0069 -0.0404 0.00
O -2.29952 1.34816 -0.15108 -0.1735 0.0999 -0.0231 0.02
O 0.92718 0.34657 1.93771 0.2547 0.2769 0.0359 0.07
C 1.79052 3.06985 3.25104 -0.0650 0.0172 -0.0260 0.00
H -1.28132 -1.63671 -2.16660 -0.0513 -0.0655 0.0181 0.00
N 0.20422 3.48881 -1.62499 -0.0486 -0.0722 0.0026 0.00
N -0.14854 -3.76336 -0.09151 0.0450 0.1657 -0.1457 0.00
H 2.79084 -3.52359 -0.73645 0.0255 -0.0049 -0.0060 0.00
H 1.39223 3.32046 2.26626 -0.0058 0.0181 -0.0050 0.00
N -0.71330 -2.41858 -1.87493 0.1379 0.1207 -0.0812 0.00
H 3.73636 3.84322 2.92083 -0.0137 -0.0007 -0.0155 0.00
H 1.53711 1.59515 -4.07785 0.0069 -0.0040 0.0049 0.00
H 0.11817 -4.47111 -0.76651 0.0194 -0.0095 0.0170 0.00
H 4.81632 2.14049 1.74978 -0.0046 -0.0097 0.0119 0.00
C 0.87626 0.85128 -2.17823 0.1319 0.0658 0.0276 0.01
C 0.93504 1.88636 3.83024 0.0525 -0.0220 0.0511 0.00
C 3.72220 0.40622 2.39151 -0.0024 -0.0931 0.0011 0.00
O -2.10416 1.98869 2.15848 -0.1272 0.3788 0.0598 0.02
H 3.52866 -0.23389 1.53521 0.0133 -0.0216 -0.0073 0.00
H -6.01652 7.13359 -1.12674 -0.0114 0.0020 -0.0238 0.00
C 0.05172 2.51056 -0.77994 0.0796 0.2072 0.1334 0.02
H -0.48819 -4.88247 -5.20040 0.0205 0.0014 0.0027 0.00
H 3.74341 2.58306 4.10347 -0.0021 0.0048 0.0012 0.00
H 0.89014 3.94586 -3.51447 -0.0049 0.0001 0.0086 0.00
C -0.61641 -5.43585 -4.26617 0.0061 0.0483 0.0102 0.00
H 3.56999 -3.90589 1.72178 -0.0115 0.0008 -0.0132 0.00
H -0.57724 -4.89698 1.59214 0.0214 0.0065 0.0288 0.00
H 1.78712 -5.36136 0.77496 0.0085 0.0065 -0.0261 0.00
C -4.47720 5.03723 -1.03342 0.0015 -0.0040 0.0205 0.00
S -2.09482 2.52547 0.79937 -0.2230 -0.0339 0.1584 0.00
H -3.44017 3.27268 -1.58745 -0.0055 0.0082 -0.0012 0.00
H -5.83135 7.64379 0.50133 -0.0045 0.0184 0.0266 0.00
C 2.77946 -2.78933 0.07258 -0.0131 0.0007 -0.0411 0.00
C -3.40001 4.71136 1.54239 0.0005 -0.0220 0.0605 0.00
C -1.52292 -6.63631 -4.49763 -0.0067 -0.0206 -0.0149 0.00
N 2.62098 0.25113 3.38646 -0.0879 0.0522 -0.0267 0.02
C -4.21587 5.76940 1.29598 -0.0057 -0.0086 -0.0102 0.00
H -1.64420 -7.22080 -3.58417 -0.0139 0.0012 -0.0041 0.00
H -2.99204 4.55899 2.53307 0.0022 -0.0045 -0.0090 0.00
C -3.11163 3.79933 0.49724 0.0570 -0.0399 -0.0444 0.00
H 1.11289 -0.19381 -2.32859 -0.0027 0.0109 -0.0119 0.00
N -0.43297 2.60446 0.54789 -0.1111 -0.1417 -0.3321 -0.01
H 2.38267 -2.71976 2.19877 0.0241 0.0355 0.0215 0.00
H 4.62400 0.05086 2.88347 0.0063 0.0300 -0.0073 0.00
Re -0.55963 0.53718 0.72612 0.5478 -0.0980 0.3011 0.85
H -1.10852 -7.29498 -5.25837 0.0020 0.0062 -0.0019 0.00
N 0.36021 1.20849 -0.99226 -0.1299 -0.0504 -0.1430 0.00
H -1.38897 -5.05857 -2.28646 0.0208 0.0009 0.0022 0.00
C 1.44196 0.73603 3.06147 0.0724 -0.2035 0.0801 0.01
H -2.13655 -4.08518 -3.53199 -0.0058 -0.0086 -0.0018 0.00
C -4.78445 5.96264 0.00506 0.0385 -0.0462 0.0086 0.00
C 1.56255 -4.57378 1.50168 -0.0334 0.0354 -0.0092 0.00
C 1.10209 1.83379 -3.11840 0.0013 -0.0702 0.0085 0.00
H 1.97996 -2.07032 -0.13827 -0.0108 0.0124 0.0075 0.00
H 1.61070 -5.05991 2.47762 0.0102 0.0296 0.0028 0.00
C -0.22081 -3.34293 -2.91668 -0.0269 0.0069 0.0143 0.00
C 2.61357 -3.46762 1.43270 0.0569 -0.0320 0.0585 0.00

=====

Entry 2:
75
Properties=species:S:1:pos:R:3:forces:R:3:lowdin_spin:R:1 method="wB97M-V/def2-TZVPD" e_above_lowest_kj_mol=51.7 homo_ev="-16.768 / -16.771" multiplicity=3 charge=+3 lumo_ev="-10.279 / -9.596"
P 11.40396 11.56237 8.05976 2.8300 0.3883 1.0144 0.01
H 7.16800 11.56670 7.43306 -0.0128 0.5744 0.0059 0.00
H 11.72396 14.26255 10.83675 0.8052 0.5585 0.3328 0.00
C 14.91267 9.79187 11.24927 -1.2200 1.0253 1.3573 0.00
C 11.55422 13.29261 5.91289 0.2171 -0.4826 0.3702 0.00
H 15.18854 15.10348 8.20748 -0.1806 0.0248 -0.4652 0.01
H 16.07665 10.71006 4.33164 0.7242 -0.2001 0.7247 0.00
C 14.66330 8.56810 5.28675 0.9798 -0.3008 0.5176 0.00
W 13.42937 13.25344 9.29596 0.6263 0.5615 0.0603 1.78
C 16.46622 14.01430 9.29015 0.9517 -1.0712 -0.4701 0.01
H 15.47723 13.59651 7.52019 0.1579 0.3821 0.2615 0.00
C 14.62600 7.40955 10.63957 -0.4911 -0.5356 -0.8509 0.00
H 7.76950 12.04613 10.22095 -0.5096 -0.0978 0.9200 0.00
H 10.17319 14.61334 5.04821 0.1774 0.3255 -0.5798 0.00
C 12.46982 10.22967 7.55174 1.5725 1.0119 -1.6981 0.00
H 17.67292 13.14339 7.69318 -0.0072 -0.1665 0.5351 0.00
C 17.63248 14.49952 11.33109 -0.2696 0.1809 0.7209 0.00
C 8.69594 10.89425 8.85468 0.5827 -0.7456 -0.4066 0.00
C 7.55728 10.68652 7.90914 0.5197 -1.4523 -0.6296 0.00
H 14.91209 7.20533 11.68559 -0.1820 0.0649 -0.4947 0.00
H 8.42049 13.02959 9.01146 0.5316 -0.8077 0.3334 0.00
O 14.35065 9.17113 8.98673 0.3185 -0.5094 0.1376 0.00
H 15.08443 7.71774 4.72667 -0.5039 0.1975 0.1337 0.00
H 14.11896 9.23308 4.63277 -0.1549 0.1008 -0.2900 0.00
H 19.70974 14.07919 11.42137 -0.2882 -0.3923 -0.3673 0.00
O 11.88635 11.95126 9.48534 -0.3813 -0.0283 0.3756 0.05
H 15.32573 9.55541 12.23088 0.2055 -0.4089 -0.2152 0.00
H 13.81387 9.80392 11.40919 0.4837 0.5087 0.0160 0.00
N 15.29447 14.10766 8.38998 -0.2533 0.2638 0.9267 0.01
H 13.68738 13.22230 5.76811 -0.2427 0.1834 -0.6910 0.00
H 7.77133 9.92632 7.10627 -0.0024 0.6882 0.9255 0.00
H 8.93392 9.95593 9.44145 0.1144 1.1402 -0.8673 0.00
H 15.81540 16.65561 12.54179 1.0227 0.3345 0.3845 0.00
P 14.27412 10.34503 8.03032 -0.6612 -0.0744 -1.6797 0.01
C 18.76679 13.35043 9.57949 -0.9294 0.8177 -0.8444 0.00
C 12.86696 13.88762 5.43844 -0.4175 -0.0331 -0.0549 0.00
H 10.67996 15.11100 6.62819 0.2266 0.4533 0.3815 0.00
O 11.92680 12.92937 7.36733 -1.0448 -1.4706 -0.2311 0.05
O 10.03941 11.06216 7.84050 -2.2414 -0.1866 0.1833 0.00
H 13.77171 16.98471 13.54838 -0.6066 -0.2355 -0.4876 0.00
H 6.79311 10.23143 8.52839 -0.4715 -0.0282 0.0817 0.00
H 15.05433 6.60634 9.98616 -0.5243 0.6485 0.6089 0.00
C 15.83460 9.28234 5.92062 0.1806 0.7170 0.2910 0.00
C 13.75901 16.26516 12.71570 0.3147 0.6042 1.1309 -0.03
H 13.49230 7.41391 10.53747 1.4229 -0.1076 0.2968 0.00
H 12.09760 9.29603 7.86763 -0.5587 -1.0668 0.8233 0.00
C 8.66962 12.13641 9.64855 -0.3664 1.4999 -0.7016 0.00
H 17.60098 14.88286 12.34814 0.1680 0.0487 -0.1633 0.00
H 16.43788 8.62752 6.58132 -0.5512 0.4419 -0.1218 0.00
C 18.79648 13.96584 10.82838 0.4341 -0.2387 -0.1247 0.00
H 17.50073 10.66033 5.55092 -0.7705 -0.0890 -0.2091 0.00
O 14.51326 11.70523 8.67636 -0.2633 0.6359 0.3912 0.07
H 11.21566 12.34852 5.37853 0.7217 0.9323 0.7068 0.00
H 17.30652 9.43277 4.33133 -0.4829 0.0972 0.3947 0.00
C 15.18561 15.00244 11.23692 -0.5433 1.0995 -0.1109 -0.01
C 13.96540 14.46737 10.72878 -0.3322 -0.4062 0.5016 0.01
H 15.32585 10.76138 10.99925 -0.1866 0.3054 -0.1874 0.00
C 15.14952 8.77627 10.23377 0.5813 -1.0042 -0.7620 0.00
C 12.57828 15.63489 12.30763 -0.1164 0.4675 -0.0032 0.00
H 12.79345 13.99280 4.33635 0.5466 0.1978 0.6948 0.00
C 12.65078 14.77463 11.24393 0.5149 -0.7612 -0.7406 0.00
C 16.44558 14.50568 10.61720 -0.9032 0.1853 -0.6242 0.00
H 12.37238 10.16024 6.45764 0.2414 0.1276 0.0310 0.00
H 11.64310 15.90132 12.77492 -0.0762 -0.0918 0.0625 0.00
C 15.02848 16.03818 12.21191 -0.5795 -2.2442 -1.8167 0.00
H 14.02453 8.22003 6.10446 -0.0947 -0.3580 -0.3541 0.00
H 16.17104 8.79117 9.86431 0.1350 -0.3406 0.1210 0.00
H 13.00262 14.85898 5.96877 -0.0848 -0.4508 -0.7189 0.00
O 15.24076 10.42482 6.78819 -0.7055 -1.0009 1.3324 0.00
C 10.42441 14.25616 6.03437 0.8932 0.6330 -1.2266 0.00
C 17.62819 13.41018 8.75576 -0.7876 1.0467 1.2709 0.00
C 16.72014 10.08975 5.00831 0.4093 -0.1874 -1.2283 0.00
H 9.52685 12.35400 10.29057 -0.2456 -0.3511 -0.0712 0.00
H 19.61031 12.96441 9.07474 1.1440 -0.4335 0.1204 0.00
H 9.51682 13.85799 6.34320 -1.5101 -1.1147 1.0098 0.00

=====

Entry 3:
83
Properties=species:S:1:pos:R:3:forces:R:3:mulliken_charge:R:1 method="wB97M-V/def2-TZVPD" homo_ev=-4.868 charge=-1 lumo_ev=2.457
C -6.07221 0.57909 1.22940 0.6621 0.4043 -0.3230 -1.75
C -0.28176 0.42258 0.52803 0.2111 -0.7672 -1.7384 0.85
C -0.83475 -0.83044 2.83290 -0.2338 -1.2900 0.3254 -0.11
H -0.79819 -0.56022 3.90104 0.1543 0.1828 -0.4885 0.89
H -3.16813 2.37459 -1.11655 -0.1142 -0.4827 -0.2161 0.28
C 0.08174 2.44985 3.31434 -0.1766 -0.4586 1.0779 -0.37
C 0.13664 0.09034 2.02240 -0.1216 1.1390 1.4067 2.31
C 1.24064 2.45985 0.35173 0.6080 0.2722 1.0505 -2.20
H 4.05842 -2.19777 -1.02183 -0.1750 -0.2150 -0.2504 -0.17
F -3.09138 -1.11640 -2.81007 0.4082 0.0351 0.0708 -0.33
H -4.00931 -1.04869 -0.34160 0.1795 0.1320 0.3503 0.01
H -3.98969 0.74028 -1.31881 0.4861 0.2997 0.0851 0.33
O 3.02558 -1.98283 -4.02396 -0.0902 -0.1633 -0.1510 -0.49
H 0.03369 -1.57889 -0.52624 -0.4824 0.6292 -0.1137 -1.25
H 3.02140 -0.14013 -2.46154 -0.3442 -0.1111 0.1528 0.69
O 5.63770 0.22010 1.98693 -0.2296 0.3762 -0.2419 -0.52
H 5.89696 -2.12239 0.46994 -0.4475 -0.3851 -0.0146 0.35
H 3.26259 -4.64440 -2.78582 -0.0910 0.1618 -0.0682 0.34
H -0.11607 -2.71855 1.89089 -0.1698 0.0735 -0.0320 0.11
H 5.05318 -0.45697 -1.16267 -0.3390 0.0497 0.4603 0.50
H 0.00048 -2.69007 3.62752 -0.2601 0.2101 -0.3162 0.50
F -0.99065 -1.30203 -3.29389 0.0090 -0.2254 0.4375 -0.25
C 3.57214 0.99128 -0.32001 0.2688 -0.5114 0.2427 -1.39
C 3.13444 -2.19089 -1.61025 -0.2899 1.1727 -1.3306 0.73
H -0.08034 3.33135 3.90738 0.1935 -0.1961 -0.3984 0.48
H -4.32880 0.23264 2.45777 0.0764 0.1589 -0.3157 0.40
O 2.29298 -0.91471 0.64043 -0.7142 0.9264 1.1960 -0.41
H -6.33869 0.65378 0.15941 0.0974 -0.2218 0.3633 0.32
H 1.86174 2.33459 1.25734 -0.3869 -0.4069 -0.3924 0.84
H -0.54140 2.54559 -3.96437 -0.3398 -0.3777 0.0664 0.33
C -1.86253 -1.36876 -2.26258 -1.0018 0.3283 -0.5500 0.72
C -2.32307 1.70814 1.25628 -1.7257 1.3205 0.4168 -0.91
H 2.27353 4.20053 0.12243 0.2233 -0.1298 -0.2250 0.30
C -0.76932 -0.86413 -0.22577 -0.3016 -0.7389 0.5897 -0.80
O -0.37439 2.50739 -1.91187 -0.2693 -0.3867 0.4832 -0.45
C 5.30987 -0.41838 1.03315 0.0902 -0.4173 0.6741 0.14
O 2.73850 0.65620 2.59590 -0.7195 0.4477 -1.6736 -0.73
H 0.31684 2.91574 0.74333 0.1205 -0.3926 -0.5804 0.05
C -1.17094 2.36473 -3.07189 0.0706 0.7123 0.0683 -0.63
H -4.92376 2.18311 -0.95245 0.3942 -0.1709 -0.1148 0.55
H -4.34551 2.41451 1.18597 0.3952 -0.2964 0.0608 0.58
C 4.92317 0.21992 -0.30364 0.5286 0.0587 -0.3090 -0.82
H 3.59184 1.52192 -1.28573 -0.0753 0.0845 0.5629 0.82
C 2.26668 0.13122 -0.36836 0.8333 -0.3126 -2.1429 1.42
S 1.93394 -0.44686 2.12110 1.7929 -0.6691 2.3416 1.74
H -6.68801 -0.20705 1.68533 0.1445 0.3323 0.0271 0.46
H -1.89060 -0.68407 2.55246 0.5482 0.3137 -0.2683 -0.44
H -1.70266 1.40047 -3.10581 0.3066 0.2289 -0.1071 0.11
C 0.53966 1.43403 -1.76463 0.3774 -0.1721 -1.2729 -2.90
H -2.21812 2.80945 1.37892 0.3048 -0.4562 -0.0957 0.31
H 4.73219 -4.02116 -2.64081 -0.1321 -0.0071 -0.0210 0.32
O -1.88697 -3.04750 2.96339 -0.0699 0.2286 -0.2081 -0.71
H -1.92075 3.17258 -3.03148 0.2498 -0.3040 -0.0286 0.26
H -2.21637 -3.31169 2.09629 0.1387 -0.0369 0.0904 0.38
C 0.93214 1.06478 -0.31013 0.1760 1.0567 0.4390 2.20
H -6.27115 1.58177 1.64602 -0.2893 -0.5050 0.1253 0.41
C -4.22015 -1.06815 0.73249 -0.5440 -0.1989 0.7315 -0.76
C -0.63891 -2.37187 2.79033 0.6605 -0.2524 0.1464 -0.80
H 0.16399 0.60965 -2.38363 0.2494 -0.0845 0.5864 1.10
C -3.95059 1.68687 -0.77284 -0.8374 0.5496 0.7636 -1.68
H -3.43634 -1.57313 1.31474 -0.0073 0.1117 -0.5213 -0.18
O -1.65339 -0.43129 -1.33196 1.1154 -0.7942 0.1636 0.22
H -2.29609 1.32439 2.28498 0.5613 -0.2825 -0.4666 0.13
H 1.48097 -1.01466 -2.15529 0.2861 0.5718 0.0197 0.23
O 2.14541 -1.55072 3.01644 -1.3248 -0.5724 -1.1454 -0.79
H 5.69586 0.99541 -0.46203 -0.3159 -0.2087 0.2187 0.57
H 3.62691 1.68015 0.53206 -0.2558 -0.1119 -0.4020 0.34
H -1.47164 -1.44947 0.38737 0.5434 0.2639 0.1845 0.59
Br 1.07332 -4.01072 -0.37682 -1.4283 -1.1906 0.6945 -0.78
O -1.37171 1.29451 0.31607 0.3652 0.0726 1.1021 0.50
N 1.89219 3.48274 -0.47794 -0.6955 0.2122 -0.2546 -0.44
C -4.53941 0.30550 1.37647 -0.9458 -0.0004 -0.8566 0.57
H 2.55407 3.16938 -1.16642 0.1401 0.0032 0.2848 0.22
F -1.91090 -2.61958 -1.81404 0.3128 0.0803 0.0203 -0.25
C 0.19719 1.31958 2.91331 -0.5055 0.3260 -1.8762 -2.10
N 3.89825 -3.97540 -3.22708 0.0439 0.2114 0.0702 -0.82
C 3.33562 -2.63595 -3.06329 0.5465 -0.2167 1.1156 0.49
C -3.81001 1.53838 0.76951 0.5538 -0.3412 -0.0092 0.20
H -5.11871 -1.70323 0.85512 0.4012 0.1450 -0.0605 0.64
H 1.48204 1.74060 -2.27565 -0.2762 -0.1946 0.2695 1.03
O 5.30201 -1.81106 1.16949 0.4402 0.8872 -0.8256 -0.49
C 2.45605 -0.72778 -1.72993 -0.6502 -1.4821 1.3182 -1.53
H 2.45084 -3.05152 -1.18683 1.1081 1.9682 -0.4486 -0.62

=====

Number 1: largest force on an atom 0.012 hartree/bohr. Number 2: largest force on an atom 0.059 hartree/bohr. Number 3: largest force on an atom 0.059 hartree/bohr.